DFT (ωB97M-V/def2-TZVPD) results for a structure of composition C49H44N5O7P5SSe2V at a distorted geometry.

Geometry (Å):
V  1.0462  1.0905  0.2457
S  0.2521  -0.6514  3.2963
C  1.4832  -1.1784  2.2484
C  2.2126  -2.3018  2.6849
C  3.2146  -2.8371  1.9205
C  3.4885  -2.2298  0.6938
C  2.7420  -1.1355  0.3216
N  1.7609  -0.5774  1.0546
H  1.9323  -2.7280  3.6378
H  3.7715  -3.7020  2.2542
H  4.2635  -2.6068  0.0425
H  2.9278  -0.6823  -0.6441
O  2.2601  2.7024  -2.2041
P  0.7882  3.2755  -1.7608
O  0.5290  4.5785  -2.3870
O  0.6690  3.1153  -0.2841
O  -0.2072  2.1276  -2.4178
P  0.4870  0.7141  -2.7710
O  -0.8522  -0.1622  -3.0777
O  1.2872  0.8331  -4.0172
O  1.1629  0.1790  -1.5545
H  2.0942  2.1422  -2.9836
H  -1.0147  -0.0575  -4.0145
Se  -5.7859  1.9080  -0.4809
P  -4.6674  0.1210  -0.6052
C  -5.2465  -0.9119  0.7871
C  -6.0062  -2.0722  0.6985
C  -6.4749  -2.6774  1.8522
C  -6.1868  -2.1396  3.0966
C  -5.4168  -0.9893  3.1880
C  -4.9545  -0.3759  2.0422
C  -5.1434  -0.6269  -2.1846
C  -4.2973  -0.5650  -3.2857
C  -4.7617  -0.9381  -4.5336
C  -6.0684  -1.3701  -4.6996
C  -6.9305  -1.3781  -3.6121
C  -6.4792  -0.9862  -2.3696
C  -2.9050  0.3052  -0.3692
C  -1.6120  -0.2695  -0.4491
N  -0.8170  0.5782  0.2361
N  -1.5461  1.5624  0.7103
N  -2.7792  1.4272  0.3658
P  -1.0384  -1.9396  -0.8901
Se  0.6788  -2.6515  -1.8916
C  -1.1139  -2.7312  0.7632
C  -0.3085  -3.8248  1.0442
C  -0.3984  -4.4582  2.2692
C  -1.3010  -4.0116  3.2197
C  -2.1062  -2.9218  2.9453
C  -2.0061  -2.2783  1.7274
C  -2.4597  -2.7465  -1.7285
C  -2.3899  -2.9347  -3.1040
C  -3.3613  -3.6581  -3.7663
C  -4.4052  -4.2276  -3.0571
C  -4.4722  -4.0629  -1.6857
C  -3.5106  -3.3191  -1.0241
H  -6.2331  -2.5028  -0.2658
H  -7.0772  -3.5745  1.7816
H  -6.5618  -2.6144  3.9935
H  -5.1874  -0.5632  4.1538
H  -4.3779  0.5392  2.0979
H  -3.2814  -0.2206  -3.1599
H  -4.1040  -0.8902  -5.3897
H  -6.4237  -1.6707  -5.6770
H  -7.9641  -1.6721  -3.7440
H  -7.1655  -0.9175  -1.5369
H  0.3977  -4.1674  0.2994
H  0.2472  -5.2972  2.4956
H  -1.3756  -4.5081  4.1787
H  -2.7976  -2.5538  3.6882
H  -2.6193  -1.4104  1.5394
H  -1.5497  -2.5264  -3.6453
H  -3.2959  -3.7889  -4.8376
H  -5.1547  -4.8123  -3.5714
H  -5.2707  -4.5291  -1.1244
H  -3.5632  -3.2104  0.0482
N  0.7468  2.0515  2.1244
H  0.3848  1.3176  2.7595
H  -0.0121  2.6968  1.9118
H  1.4930  2.5415  2.6091
C  4.6294  1.2542  4.5838
C  4.2024  2.5391  4.2963
C  3.8799  2.8993  2.9976
C  3.9856  1.9797  1.9581
C  4.4639  0.7026  2.2566
C  4.7679  0.3377  3.5525
P  3.3505  2.2203  0.2356
C  3.4965  4.0482  0.0755
C  4.4280  4.6664  -0.7540
C  4.5148  6.0468  -0.8154
C  3.6651  6.8360  -0.0637
C  2.7160  6.2348  0.7417
C  2.6265  4.8572  0.8029
C  4.9394  1.7752  -0.5904
C  4.9559  1.0927  -1.8007
C  6.1593  0.8047  -2.4276
C  7.3595  1.1715  -1.8411
C  7.3551  1.8412  -0.6264
C  6.1551  2.1507  -0.0160
H  4.8438  0.9605  5.6026
H  4.1112  3.2689  5.0897
H  3.5590  3.9126  2.7953
H  4.5913  -0.0112  1.4526
H  5.1057  -0.6697  3.7563
H  5.0831  4.0812  -1.3812
H  5.2528  6.5103  -1.4575
H  3.7244  7.9128  -0.1295
H  2.0282  6.8406  1.3133
H  1.8393  4.4118  1.3884
H  4.0228  0.8029  -2.2639
H  6.1584  0.2890  -3.3796
H  8.2981  0.9435  -2.3295
H  8.2907  2.1290  -0.1608
H  6.1588  2.6991  0.9160

**E_LUMO (spin up / spin down)**: 3.9 / 3.9 eV
**Charge**: -2
**Multiplicity**: 4
**E_tot**: -10546.42681 Ha
**M**: 1210.72 g/mol
**Relative energy (zero: lowest compared OMol25 entry of this formula, charge and spin)**: 57.6 kcal/mol
**Frontier orbital gap (spin up / spin down)**: 5.18 / 6.10 eV
**HOMO (spin up / spin down)**: -1.23 / -2.16 eV